Record 1
{"formula": "C7H10", "method": "wB97M-V/def2-TZVPD", "species": ["C", "C", "C", "C", "C", "C", "C", "H", "H", "H", "H", "H", "H", "H", "H", "H", "H"], "positions_angstrom": [[-0.146, 0.158, -1.576], [-0.995, -0.380, -0.393], [-0.018, -1.362, 0.145], [1.051, -0.259, 0.593], [0.212, 0.611, 1.617], [-0.595, 0.994, 0.379], [0.686, 0.833, -0.493], [0.305, -0.603, -2.223], [-0.695, 0.900, -2.164], [-1.759, -1.165, -0.738], [-0.598, -2.134, -0.891], [-0.167, -2.192, 0.808], [2.072, -0.532, 0.875], [-0.296, 0.137, 2.464], [0.802, 1.468, 1.997], [-1.242, 1.869, 0.293], [1.382, 1.658, -0.691]], "nbo_charge": [-0.399, -0.271, -0.364, -0.227, -0.402, -0.209, -0.227, 0.202, 0.205, 0.229, 0.168, 0.217, 0.219, 0.203, 0.216, 0.219, 0.221], "multiplicity": 1, "homo_ev": -9.02, "molar_mass_g_mol": 94.16, "orbital_gap_ha": 0.369, "charge": 0, "de_lowest_kcal_mol": 126.0, "e_lumo_ha": 0.03709}

***

Record 2
{"formula": "C7H10", "method": "wB97M-V/def2-TZVPD", "species": ["C", "C", "C", "C", "C", "C", "C", "H", "H", "H", "H", "H", "H", "H", "H", "H", "H"], "positions_angstrom": [[1.877, 0.918, -0.376], [1.757, -0.473, -0.925], [0.650, 0.191, -0.856], [-0.813, 0.332, -1.045], [-1.575, 0.519, 0.270], [-1.216, -0.232, 1.517], [-0.918, 1.027, 1.517], [2.312, 1.713, -0.991], [2.036, 1.070, 0.697], [2.294, -1.374, -1.179], [0.192, -3.257, 0.305], [-0.998, 1.206, -1.685], [-1.205, -0.544, -1.579], [-2.628, 0.768, 0.095], [-0.045, -2.560, 0.199], [-1.227, -1.188, 2.019], [-0.493, 1.885, 2.016]], "nbo_charge": [-0.437, -0.197, 0.047, -0.465, -0.228, -0.188, -0.176, 0.172, 0.173, 0.223, 0.001, 0.224, 0.219, 0.180, -0.002, 0.229, 0.228], "multiplicity": 1, "homo_ev": -8.97, "molar_mass_g_mol": 94.16, "orbital_gap_ha": 0.376, "charge": 0, "de_lowest_kcal_mol": 135.7, "e_lumo_ha": 0.04609, "smiles": "C1=CC1CC1=CC1.[H][H]"}

***

Record 3
{"formula": "C7H10", "method": "wB97M-V/def2-TZVPD", "species": ["C", "C", "C", "C", "C", "C", "C", "H", "H", "H", "H", "H", "H", "H", "H", "H", "H"], "positions_angstrom": [[-1.166, 0.540, 1.557], [-1.158, -0.311, 0.279], [-0.888, 0.660, -0.897], [0.644, 0.670, -0.771], [0.972, -0.830, -0.952], [0.243, -0.952, 0.396], [0.810, 0.440, 0.758], [0.068, 1.164, 1.364], [-0.882, -0.134, 2.394], [-2.040, -0.949, 0.183], [-1.350, 1.635, -0.727], [-1.205, 0.275, -1.871], [1.199, 1.451, -1.291], [0.563, -1.332, -1.835], [2.039, -1.056, -0.858], [0.350, -1.808, 1.064], [1.799, 0.538, 1.207]], "nbo_charge": [-0.271, -0.329, -0.399, -0.219, -0.406, -0.204, -0.295, 0.239, 0.134, 0.232, 0.225, 0.206, 0.218, 0.205, 0.209, 0.219, 0.235], "multiplicity": 1, "homo_ev": -7.89, "molar_mass_g_mol": 94.16, "orbital_gap_ha": 0.323, "charge": 0, "de_lowest_kcal_mol": 121.7, "e_lumo_ha": 0.03253}

***

Record 4
{"formula": "C7H10", "method": "wB97M-V/def2-TZVPD", "species": ["C", "C", "C", "C", "C", "C", "C", "H", "H", "H", "H", "H", "H", "H", "H", "H", "H"], "positions_angstrom": [[-1.192, -0.539, -1.619], [-0.252, 0.271, -0.750], [-0.490, 0.596, 0.699], [-0.100, -0.861, 1.010], [0.983, -0.506, -0.079], [1.648, 0.686, 0.487], [0.740, 1.465, 1.075], [-2.149, 0.064, -1.732], [-1.563, -1.364, -1.173], [-0.494, -0.746, -2.478], [-0.071, 1.120, -1.381], [-1.408, 1.092, 1.220], [-0.844, -1.496, 0.672], [0.191, -1.125, 2.036], [1.617, -1.422, -0.329], [2.701, 0.521, 0.439], [0.685, 2.244, 1.901]], "nbo_charge": [-0.610, -0.165, -0.265, -0.369, -0.276, -0.196, -0.216, 0.213, 0.195, 0.222, 0.205, 0.202, 0.192, 0.200, 0.222, 0.212, 0.235], "multiplicity": 1, "homo_ev": -8.80, "molar_mass_g_mol": 94.16, "orbital_gap_ha": 0.366, "charge": 0, "de_lowest_kcal_mol": 86.4, "e_lumo_ha": 0.04320}

***

Record 5
{"formula": "C7H10", "method": "wB97M-V/def2-TZVPD", "species": ["C", "C", "C", "C", "C", "C", "C", "H", "H", "H", "H", "H", "H", "H", "H", "H", "H"], "positions_angstrom": [[1.597, -1.083, -0.043], [0.284, -0.317, 0.091], [-0.860, -1.282, -0.057], [-1.316, 1.139, -0.683], [-0.840, 1.678, 0.452], [0.234, 0.832, 1.086], [-0.337, 0.123, -1.161], [1.743, -1.741, 0.819], [1.595, -1.713, -0.943], [2.450, -0.400, -0.106], [-0.678, -2.307, 0.306], [-1.802, -1.178, -0.564], [-2.235, 1.428, -1.190], [-1.142, 2.641, 0.847], [-0.081, 0.500, 2.082], [1.217, 1.314, 1.174], [0.170, 0.366, -2.107]], "nbo_charge": [-0.593, -0.123, -0.470, -0.246, -0.119, -0.452, -0.169, 0.210, 0.219, 0.211, 0.205, 0.234, 0.219, 0.210, 0.224, 0.210, 0.230], "multiplicity": 1, "homo_ev": -7.88, "molar_mass_g_mol": 94.16, "orbital_gap_ha": 0.326, "charge": 0, "de_lowest_kcal_mol": 94.1, "e_lumo_ha": 0.03668, "smiles": "C[C@@]12CC=C[C@@H]1C2"}

***

Record 6
{"formula": "C7H10", "method": "wB97M-V/def2-TZVPD", "species": ["C", "C", "C", "C", "C", "C", "C", "H", "H", "H", "H", "H", "H", "H", "H", "H", "H"], "positions_angstrom": [[2.449, 0.966, 1.687], [3.550, 1.305, 2.105], [0.945, 0.742, 1.347], [0.287, -0.779, -0.715], [-0.198, 0.191, 0.046], [-0.319, -1.508, -1.857], [-1.612, 0.664, 0.356], [4.510, 1.589, 2.373], [0.689, 0.038, 2.091], [0.369, 1.582, 1.669], [1.350, -0.927, -0.538], [0.500, -2.189, -2.322], [-0.514, -0.639, -2.596], [-1.264, -2.066, -1.594], [-1.837, 0.676, 1.395], [-2.140, 0.050, -0.300], [-1.837, 1.670, -0.098]], "nbo_charge": [-0.006, -0.259, -0.500, -0.236, 0.103, -0.665, -0.676, 0.227, 0.220, 0.216, 0.213, 0.229, 0.228, 0.225, 0.230, 0.227, 0.223], "multiplicity": 1, "homo_ev": -9.22, "molar_mass_g_mol": 94.16, "orbital_gap_ha": 0.371, "charge": 0, "de_lowest_kcal_mol": 109.7, "e_lumo_ha": 0.03232, "smiles": "C#CC/C(C)=C/C"}